[1]
Density functional theory data (wB97M-V/def2-TZVPD) for a molecular structure, C30H37CrN3P2S4Sb at a distorted geometry.

```
78
Properties=species:S:1:pos:R:3:lowdin_charge:R:1
Sb 4.76 1.33 0.46 0.032
Cr 1.43 1.05 0.45 -0.030
S 3.13 -0.37 1.12 0.164
S 2.89 2.36 -0.73 0.179
S 6.44 0.52 -0.82 -0.164
S 4.99 2.64 2.33 -0.126
P 1.10 -0.58 -1.14 0.876
P -1.03 -0.99 0.96 1.065
N -0.64 2.57 0.94 -0.071
N 1.81 2.12 2.27 -0.140
N 0.23 2.84 -1.94 -0.036
C -0.40 -0.38 3.69 -0.103
C -1.40 0.15 -2.16 -0.153
C -3.16 -4.33 1.99 -0.075
C -0.37 3.14 2.26 -0.195
C -0.33 -0.71 -2.28 -0.377
C -2.25 -2.37 0.92 -0.357
C 3.34 0.24 -4.38 -0.068
C -2.97 0.58 4.15 -0.076
C -1.11 3.57 -0.04 -0.198
C 4.39 -0.67 -4.34 -0.076
C 0.45 -2.10 1.07 -0.415
C -2.39 -3.18 2.04 -0.098
C 2.37 0.21 -3.41 -0.128
C 1.01 -2.26 -0.34 -0.378
C -2.48 0.04 -3.02 -0.088
C -0.75 0.13 4.93 -0.078
C 4.47 -1.58 -3.31 -0.089
C -0.02 3.95 -1.04 -0.283
C -1.41 -1.80 -4.13 -0.071
C -2.49 -0.94 -4.00 -0.086
C 3.51 -1.60 -2.31 -0.094
C -2.03 0.62 5.17 -0.082
C -2.63 0.06 2.91 -0.116
C 1.12 3.40 2.43 -0.222
C -3.70 -3.85 -0.30 -0.077
C -1.35 -0.43 2.67 -0.406
C -0.33 -1.68 -3.27 -0.083
C -3.81 -4.67 0.81 -0.083
C -2.92 -2.70 -0.25 -0.080
C 2.43 -0.73 -2.37 -0.385
H -3.34 -1.03 -4.67 0.103
H 5.30 -2.27 -3.27 0.108
H 0.60 -0.76 3.53 0.098
H 1.56 1.52 3.06 0.086
H 1.54 0.91 -3.42 0.090
H 0.36 -2.89 -0.95 0.088
H -4.39 -5.58 0.76 0.103
H -1.88 -2.92 2.96 0.110
H -1.41 -2.55 -4.91 0.106
H 3.61 -2.30 -1.50 0.095
H 1.13 2.97 -2.39 0.010
H -2.29 1.01 6.13 0.105
H -0.33 4.87 -1.56 0.116
H -4.21 -4.11 -1.22 0.104
H 5.14 -0.65 -5.12 0.105
H 2.01 -2.70 -0.29 0.065
H 1.20 -1.63 1.71 -0.025
H 3.28 0.97 -5.18 0.105
H -1.96 3.17 -0.59 0.116
H -3.97 0.95 4.33 0.106
H 1.49 4.08 1.65 0.111
H -0.94 4.07 2.41 0.119
H 0.91 4.16 -0.51 0.058
H -3.37 0.02 2.12 0.110
H 2.83 2.31 2.37 -0.097
H -0.01 0.15 5.72 0.110
H 0.18 -3.08 1.50 0.093
H -1.37 0.92 -1.40 0.058
H -1.44 4.47 0.48 0.114
H -3.32 0.72 -2.93 0.104
H -2.83 -2.06 -1.12 0.087
H -0.69 2.44 3.04 0.105
H -3.25 -4.96 2.86 0.106
H -0.47 2.82 -2.68 0.081
H -1.38 1.87 1.04 0.069
H 0.52 -2.34 -3.38 0.116
H 1.32 3.84 3.41 0.129
```

Calculated values
LUMO level (spin up / spin down): -1.1 / -0.7 eV
multiplicity: 2
total charge: 0
⟨S²⟩: 0.982
molar mass: 803.62 g/mol

---

[2]
Density functional theory data (wB97M-V/def2-TZVPD) for C19H22F4N2O2S in the gas phase.

```
50
Properties=species:S:1:pos:R:3:lowdin_charge:R:1
S 0.57 -2.09 -4.89 0.855
F 2.48 -1.27 0.03 0.164
F 2.99 0.43 2.08 0.052
F 3.52 0.01 -1.38 0.170
F 4.58 -0.83 0.31 0.170
O -1.69 -2.76 -0.39 0.077
O 1.51 2.06 -0.67 0.096
N -1.57 -0.56 0.11 -0.021
N 0.65 1.13 1.21 0.163
C 3.04 0.91 0.77 -0.335
C -1.47 2.26 3.24 -0.029
C -0.72 1.56 0.95 -0.214
C -3.15 0.08 3.44 -0.033
C -1.25 -1.65 -0.67 -0.405
C 1.38 -2.55 -3.34 -0.478
C -0.33 -0.64 -4.27 -0.483
C -2.39 0.25 2.29 -0.136
C 3.41 -0.31 -0.08 -0.571
C -0.35 -1.44 -1.87 -0.260
C -2.53 -0.77 1.18 -0.080
C -1.19 -0.96 -3.07 -0.203
C -2.23 2.09 4.39 -0.079
C -1.33 0.82 -0.24 -0.091
C -1.55 1.35 2.19 -0.136
C 0.40 -2.73 -2.20 -0.214
C -3.07 0.99 4.48 -0.077
C 1.65 1.42 0.36 -0.422
C 4.08 2.00 0.67 0.033
H 0.39 -0.67 -1.65 0.124
H 5.05 1.62 0.95 0.099
H 0.93 -3.07 -1.31 0.116
H -0.33 -3.51 -2.44 0.119
H 0.39 0.15 -4.03 0.083
H -1.91 -1.75 -3.32 0.127
H -0.94 -0.29 -5.10 0.072
H -3.67 0.84 5.38 0.104
H -0.82 3.12 3.15 0.118
H 4.10 2.39 -0.35 0.102
H -2.38 -1.77 1.58 0.132
H -1.77 -0.08 -2.79 0.110
H -0.68 2.63 0.70 0.158
H -2.16 2.80 5.20 0.103
H 0.84 0.57 2.02 0.155
H -0.66 0.90 -1.09 0.105
H 1.91 -3.48 -3.55 0.074
H -3.55 -0.75 0.79 0.146
H -3.81 -0.77 3.52 0.119
H 2.12 -1.79 -3.10 0.068
H -2.27 1.31 -0.51 0.147
H 3.80 2.81 1.34 0.105
```

Calculated values
LUMO level: 0.6 eV
multiplicity: 1
total charge: 0
SMILES string: C[C@@](F)(C(=O)N[C@H]1CN(C(=O)C2CCSCC2)Cc2ccccc21)C(F)(F)F
molar mass: 418.46 g/mol

---

[3]
Density functional theory data (wB97M-V/def2-TZVPD) for a molecular structure, C5H11NO2 at a distorted geometry.

```
19
Properties=species:S:1:pos:R:3:lowdin_charge:R:1
O 1.97 0.92 0.36 -0.071
O -1.41 -1.58 0.10 -0.028
N -0.75 0.63 -0.10 -0.078
C -0.22 0.87 1.20 0.009
C -0.53 -0.82 -0.43 -0.604
C -2.21 1.00 -0.24 -0.027
C 1.97 0.00 -0.62 -0.310
C 1.00 -1.15 -0.29 -0.089
H 1.19 -1.51 0.73 0.122
H 1.78 0.32 -1.66 0.123
H -2.48 0.76 -1.26 0.088
H -0.39 0.03 1.88 0.142
H 2.95 -0.51 -0.64 0.143
H -2.44 2.04 -0.03 0.088
H -0.63 -0.83 -1.54 0.159
H -2.73 0.32 0.43 0.083
H -0.40 1.82 1.69 0.120
H 1.17 -2.00 -0.95 0.122
H 0.90 0.79 0.93 0.009
```

Calculated values
LUMO level: -2.9 eV
multiplicity: 1
total charge: 0
molar mass: 117.15 g/mol